[1]
{"formula": "C2H5NO2", "method": "the ωB97M-V functional and the def2-TZVPD basis", "species": ["C", "N", "O", "C", "O", "H", "H", "H", "H", "H"], "xyz": [[1.26204, 0.11233, 0.43237], [0.13598, 0.19647, -0.48882], [-0.28375, -1.16308, -0.79929], [-1.16410, -0.30053, -0.04515], [-2.07334, 0.42818, -0.79476], [1.96472, 0.91634, 0.19714], [0.95609, 0.23161, 1.47520], [1.80341, -0.83578, 0.35313], [-1.32723, -0.51958, 1.00462], [-1.27382, 0.93405, -1.33444]], "forces_ev_per_a": [[0.65, 0.36, 0.53], [0.35, -0.69, 1.16], [-1.56, -0.04, 0.35], [2.02, 1.31, -2.12], [2.51, 0.51, -0.64], [-0.14, -0.07, 0.00], [-0.06, -0.01, -0.04], [-0.29, 0.12, -0.20], [-0.34, -0.18, -0.25], [-3.14, -1.31, 1.21]], "mulliken_charge": [-0.73, -0.34, -0.34, 0.25, -0.53, 0.27, 0.32, 0.27, 0.39, 0.44], "homo_energy_ev": -10.06, "e_tot_ha": -284.31983, "homo_lumo_gap_ha": 0.4078, "e_above_lowest_kj_mol": 387.4}


[2]
{"formula": "C2H5NO2P", "method": "the ωB97M-V functional and the def2-TZVPD basis", "species": ["O", "P", "N", "O", "C", "C", "H", "H", "H", "H", "H"], "xyz": [[1.52447, 1.62688, -1.37960], [1.38115, 0.53385, -0.10946], [0.68267, -0.52656, -1.17995], [-0.47814, -1.13709, -0.78067], [-0.49998, -0.98237, 0.58917], [-0.61672, 0.55678, 0.93158], [0.87642, 1.12139, -2.12948], [0.29998, -1.57031, 0.96904], [-1.45713, -1.35750, 0.94001], [-1.02809, 1.04869, 0.05804], [-0.68463, 0.68623, 2.09132]], "forces_ev_per_a": [[-2.31, -2.90, -0.59], [-0.43, 1.95, -1.11], [-2.62, -1.62, -0.09], [2.66, 1.13, -1.75], [-2.49, 1.29, 1.61], [2.71, -2.95, 0.30], [2.66, 2.30, 2.21], [0.85, -0.13, 1.06], [-0.19, -0.52, 0.12], [-0.91, 0.76, 0.77], [0.07, 0.68, -2.53]], "mulliken_charge": [-0.44, 0.53, -0.16, -0.05, -0.42, -0.49, 0.47, 0.41, 0.37, 0.39, 0.37], "homo_energy_ev": [-15.52, -15.70], "e_tot_ha": -625.32301, "total_charge": 1, "homo_lumo_gap_ha": [0.2890, 0.2753], "e_above_lowest_kj_mol": 543.3}


[3]
{"formula": "C2H5NO2S", "method": "the ωB97M-V functional and the def2-TZVPD basis", "species": ["C", "C", "N", "O", "O", "S", "H", "H", "H", "H", "H"], "xyz": [[0.10199, 0.29927, 0.76050], [0.97111, -0.80210, 0.11996], [-0.69234, 0.94523, -0.29221], [-0.00237, 1.39693, -1.15119], [-1.91442, 0.07344, -0.36530], [1.62938, -0.27731, -1.50152], [-0.59117, -0.09455, 1.54827], [0.77325, 1.01678, 1.27533], [1.65493, -0.93456, 0.86228], [0.42202, -1.78985, 0.05676], [-2.35237, 0.16672, -1.31287]], "forces_ev_per_a": [[-1.14, 0.25, 1.58], [-2.18, -0.92, -2.69], [-0.61, -1.35, 4.29], [0.53, -0.15, -3.22], [-0.13, 0.90, -3.72], [-0.96, 0.21, 1.39], [0.63, 0.16, -0.85], [-0.54, -0.01, -0.82], [2.60, -0.36, 1.68], [0.26, 1.27, -0.22], [1.54, -0.01, 2.58]], "mulliken_charge": [-0.43, -0.57, 0.42, -0.40, -0.45, -0.15, 0.30, 0.29, 0.36, 0.28, 0.34], "homo_energy_ev": [-8.64, -8.48], "e_tot_ha": -682.43582, "homo_lumo_gap_ha": [0.2893, 0.2709], "e_above_lowest_kj_mol": 535.0}


[4]
{"formula": "C2H5NO2Si", "method": "the ωB97M-V functional and the def2-TZVPD basis", "species": ["C", "C", "O", "N", "O", "Si", "H", "H", "H", "H", "H"], "xyz": [[1.86955, -0.51448, 0.31640], [0.16253, -0.93423, -0.08131], [-0.11938, -1.90137, -0.72540], [-0.57618, 0.04650, 0.44913], [-2.09160, -0.15156, 0.48212], [-1.73411, 1.22548, -0.34132], [2.54065, -0.64745, -0.51877], [2.16920, -1.23793, 1.00656], [1.71498, 0.51936, 0.53931], [-1.81190, 2.31862, 0.58274], [-2.12374, 1.27708, -1.70948]], "forces_ev_per_a": [[-3.87, -0.25, -2.42], [4.44, -0.61, -1.16], [-0.51, -0.27, 0.37], [-1.79, 2.58, 0.48], [-0.09, -0.70, -0.52], [1.11, -1.94, 2.26], [-0.29, 0.06, -0.67], [0.24, -0.49, 1.81], [0.73, 0.42, 0.94], [-0.04, 1.00, -0.20], [0.08, 0.19, -0.88]], "mulliken_charge": [-0.80, 0.49, -0.51, -0.11, -0.30, 0.50, 0.27, 0.27, 0.29, -0.05, -0.05], "homo_energy_ev": -9.41, "e_tot_ha": -573.83137, "homo_lumo_gap_ha": 0.3294, "e_above_lowest_kj_mol": 413.2}


[5]
{"formula": "C2H5NO3", "method": "the ωB97M-V functional and the def2-TZVPD basis", "species": ["C", "C", "N", "O", "O", "O", "H", "H", "H", "H", "H"], "xyz": [[0.96348, -0.25496, -0.33410], [-1.16786, 0.49621, -0.19701], [1.85109, 0.20324, 0.46819], [-1.60724, -0.38588, -1.13166], [-1.12384, 1.65671, -0.42645], [-1.24398, -0.06083, 1.00672], [0.57726, -1.23072, 0.03380], [2.23854, -0.36815, 1.25115], [-1.44622, -0.07806, -2.06640], [2.14398, 1.09560, 0.46581], [-1.18522, -1.07316, 0.92994]], "forces_ev_per_a": [[-0.62, -0.28, -0.45], [-2.20, -0.02, -2.04], [-0.02, -4.66, 2.00], [0.05, -0.95, -1.40], [0.60, 1.53, 0.63], [0.64, -2.23, 0.94], [1.06, -0.20, -0.32], [-0.39, 0.78, -0.57], [-0.05, 0.01, 1.77], [1.34, 3.78, -0.55], [-0.41, 2.25, 0.00]], "mulliken_charge": [-0.17, 0.68, -0.21, -0.49, -0.54, -0.48, 0.04, 0.24, 0.35, 0.21, 0.37], "homo_energy_ev": -8.60, "e_tot_ha": -359.59219, "homo_lumo_gap_ha": 0.3363, "e_above_lowest_kj_mol": 307.5}


[6]
{"formula": "C2H5NO3", "method": "the ωB97M-V functional and the def2-TZVPD basis", "species": ["N", "C", "O", "H", "H", "H", "O", "C", "O", "H", "H"], "xyz": [[-1.44228, 1.22647, -0.55244], [-1.48578, 0.17055, 0.27948], [-1.39039, -0.99987, -0.04911], [-0.80421, 1.25406, -1.33021], [-1.74738, 2.10531, -0.16500], [-1.56476, 0.37387, 1.36072], [1.30748, 0.22760, -0.95380], [1.85049, -0.24763, 0.00035], [1.24510, -0.58089, 1.15240], [2.92103, -0.49085, -0.00067], [0.39074, -1.01425, 0.95878]], "forces_ev_per_a": [[-0.40, 0.66, 0.44], [0.03, -0.98, 0.22], [0.46, 0.18, -0.10], [-0.16, -0.37, -0.19], [0.39, 0.04, -0.06], [-0.49, 0.56, -0.14], [-0.02, 0.02, -0.12], [-0.01, -0.12, -0.26], [0.36, -0.64, 0.05], [0.04, 0.24, 0.30], [-0.21, 0.41, -0.12]], "mulliken_charge": [-0.34, 0.14, -0.59, 0.26, 0.22, 0.32, -0.45, 0.16, -0.44, 0.36, 0.36], "homo_energy_ev": -10.31, "e_tot_ha": -359.69136, "homo_lumo_gap_ha": 0.4118, "e_above_lowest_kj_mol": 47.2}


[7]
{"formula": "C2H5NO3", "method": "the ωB97M-V functional and the def2-TZVPD basis", "species": ["N", "C", "O", "O", "C", "O", "H", "H", "H", "H", "H"], "xyz": [[0.78316, 0.95188, 0.75274], [0.31695, 0.05904, -0.16420], [1.07755, -0.07768, -1.28221], [-0.15781, -1.49455, 0.25258], [-1.17308, 0.18208, -0.38288], [-1.98589, 0.32464, 0.51368], [1.65165, 1.42577, 0.55479], [0.60227, 0.72106, 1.72342], [1.12757, -1.01648, -1.51278], [-0.81698, -1.54615, 0.95942], [-1.42537, 0.47040, -1.41457]], "forces_ev_per_a": [[0.87, 0.12, 1.10], [-3.27, -2.40, 0.15], [0.17, -0.02, 0.34], [2.49, 0.15, -0.41], [-0.67, 2.88, 0.05], [0.66, -0.44, -0.58], [0.16, -0.54, 0.10], [-0.07, 0.37, -0.34], [-0.19, 0.09, 0.07], [0.22, 0.60, -0.03], [-0.35, -0.80, -0.45]], "mulliken_charge": [-0.46, 0.75, -0.53, -0.66, -0.01, -0.53, 0.22, 0.22, 0.35, 0.31, 0.33], "homo_energy_ev": -9.28, "e_tot_ha": -359.61749, "homo_lumo_gap_ha": 0.3672, "e_above_lowest_kj_mol": 241.1}


[8]
{"formula": "C2H5NO3S", "method": "the ωB97M-V functional and the def2-TZVPD basis", "species": ["C", "C", "N", "O", "O", "O", "S", "H", "H", "H", "H", "H"], "xyz": [[0.13581, -1.25777, 0.07986], [1.30557, 0.90529, -0.18766], [0.34589, -0.02375, -0.74093], [-2.59166, -0.36749, -0.75041], [-1.89978, 1.36937, 0.76785], [-0.77245, -0.84375, 1.05122], [-1.58608, 0.19261, 0.05782], [-0.39060, -1.90286, -0.60717], [1.02955, -1.60978, 0.57237], [2.29020, 0.75010, -0.54638], [0.93496, 1.74791, -0.62865], [1.19860, 1.04012, 0.93208]], "forces_ev_per_a": [[0.78, 0.89, -1.77], [-1.90, -0.65, 2.37], [-2.42, -1.86, 0.94], [-0.18, -1.18, -0.71], [0.26, 0.79, 0.58], [-2.07, 0.49, 0.68], [3.56, 0.72, 0.10], [0.45, -1.06, 0.03], [0.21, -0.34, -0.11], [0.94, -0.57, -0.20], [-0.22, 3.06, -0.88], [0.58, -0.28, -1.03]], "mulliken_charge": [-0.19, -0.75, -0.38, -0.47, -0.49, -0.28, 0.99, 0.30, 0.32, 0.34, 0.33, 0.30], "homo_energy_ev": -10.18, "e_tot_ha": -757.75582, "homo_lumo_gap_ha": 0.3706, "e_above_lowest_kj_mol": 380.9}


[9]
{"formula": "C2H5NO3S", "method": "the ωB97M-V functional and the def2-TZVPD basis", "species": ["C", "C", "N", "O", "O", "O", "S", "H", "H", "H", "H", "H"], "xyz": [[-0.22166, -1.65298, -0.49494], [0.35646, -1.08498, 0.70985], [-0.36723, 1.38188, -0.87088], [-0.24742, -2.67731, -1.05780], [-1.29047, 0.02747, -2.87491], [-2.60894, 0.21583, -0.77372], [-1.33977, 0.06398, -1.43764], [0.73521, -0.08859, 0.47854], [-0.44869, -0.95609, 1.43296], [1.13356, -1.72402, 1.12657], [0.23052, 1.74586, -1.59961], [-0.96966, 2.10488, -0.50548]], "forces_ev_per_a": [[-0.60, 1.94, 1.83], [-0.01, 1.50, 0.44], [-0.70, -0.97, -0.29], [-0.20, -2.95, -2.75], [0.18, -0.44, 0.06], [0.37, -0.37, 0.28], [0.78, 1.70, -0.18], [0.26, -0.16, 0.44], [0.10, 0.02, 0.52], [0.01, -0.11, -0.25], [0.02, -0.20, -0.25], [-0.23, 0.04, 0.16]], "mulliken_spin": [0.56, 0.04, 0.09, 0.53, 0.18, 0.19, 0.33, 0.01, 0.06, 0.00, 0.00, 0.00], "homo_energy_ev": [-5.82, -11.46], "spin_multiplicity": 3, "e_tot_ha": -757.68216, "homo_lumo_gap_ha": [0.2309, 0.2968], "e_above_lowest_kj_mol": 110.0}


[10]
{"formula": "C2H5NO4", "method": "the ωB97M-V functional and the def2-TZVPD basis", "species": ["O", "C", "N", "C", "O", "O", "H", "H", "H", "H", "H", "O"], "xyz": [[-2.54114, -0.47691, 1.11674], [-1.93570, 0.03995, 0.09465], [-0.66320, -0.35049, -0.37432], [0.36132, -0.59664, 0.52686], [-0.09303, -0.57341, 1.78642], [1.44536, -1.02633, 0.16968], [-2.27162, 1.03526, -0.24379], [-0.30186, -0.04674, -1.25420], [-1.08807, -0.63896, 1.81011], [3.18409, 2.05182, -3.41354], [3.17425, 2.81026, -2.06299], [2.79416, 2.06445, -2.53401]], "forces_ev_per_a": [[0.83, -0.61, 0.35], [-1.78, 1.39, -1.28], [0.89, 0.02, 1.27], [-1.55, -1.49, -0.48], [1.71, -0.15, 0.69], [0.63, 0.63, 0.49], [0.23, -0.07, -0.10], [-0.31, 0.02, -0.53], [-0.65, 0.24, -0.37], [0.06, 0.13, 0.14], [0.08, 0.00, -0.09], [-0.14, -0.11, -0.09]], "mulliken_spin": [0.19, 0.66, 0.01, 0.05, 0.01, 0.05, 0.02, 0.00, 0.02, 0.00, 0.00, 0.00], "homo_energy_ev": [-0.40, -4.45], "spin_multiplicity": 2, "e_tot_ha": -434.93508, "total_charge": -1, "homo_lumo_gap_ha": [0.1227, 0.2712], "e_above_lowest_kj_mol": 44.3}